[1]
Density functional theory data (ωB97M-V/def2-TZVPD) for an isolated molecule of C7H8.

Geometry (Å):
1 C -0.84200 -2.77495 0.97856
2 C -0.95489 -1.77269 0.32087
3 C -0.96073 -0.53982 -0.47502
4 C 0.36489 0.22130 -0.23683
5 C 0.43537 0.77689 1.19849
6 C 0.63877 1.26946 -1.23150
7 C 1.02369 2.10791 -2.00512
8 H -0.73607 -3.66501 1.55895
9 H -1.81264 0.09376 -0.19461
10 H -1.07914 -0.78488 -1.53682
11 H 1.17019 -0.51397 -0.36780
12 H -0.55210 1.11233 1.53552
13 H 0.78180 0.00288 1.88774
14 H 1.12126 1.62573 1.25185
15 H 1.40160 2.84106 -2.68429

Output
**Lowest unoccupied orbital energy**: 1.0 eV
**Energy above the lowest of the compared OMol25 structures with the same formula, charge and spin**: 3.790 eV
**Charge**: 0
**SMILES**: C#CC[C@H](C)C#C
**HOMO-LUMO gap**: 0.4027 hartree

Mulliken atomic charge list, values in e, 4 entries: number 1, C, carries 0.0933; number 2, C, carries -0.3802; number 3, C, carries -0.8902; number 4, C, carries 0.5961

***

[2]
Density functional theory data (ωB97M-V/def2-TZVPD) for an isolated molecule of C7H8 at a distorted geometry.

Geometry (Å):
1 C -2.06969 -0.47410 -0.49467
2 C -0.74887 0.03243 -0.03872
3 C 0.11804 0.67189 -0.97555
4 C 1.47784 0.45764 -0.94487
5 C 1.99052 -0.09494 0.26020
6 C 1.19007 -0.09443 1.37982
7 C -0.21630 -0.13774 1.24611
8 H -2.50485 0.16479 -1.26355
9 H -2.02773 -1.52388 -0.79806
10 H -2.73962 -0.50809 0.38271
11 H -0.34997 1.12060 -1.84761
12 H 2.09699 0.99679 -1.64719
13 H 3.06263 -0.25855 0.24922
14 H 1.58056 -0.07301 2.39205
15 H -0.85961 -0.27941 2.10012

Output
**Lowest unoccupied orbital energy**: 1.0 eV
**Energy above the lowest of the compared OMol25 structures with the same formula, charge and spin**: 0.970 eV
**Charge**: 0
**SMILES**: Cc1ccccc1
**HOMO-LUMO gap**: 0.3545 hartree

Mulliken atomic charge list, values in e, 4 entries: number 1, C, carries -1.1246; number 2, C, carries 0.5718; number 3, C, carries -0.5237; number 4, C, carries -0.3861

***

[3]
Density functional theory data (ωB97M-V/def2-TZVPD) for an isolated molecule of C7H8.

Geometry (Å):
1 C -0.08615 0.91602 -1.42615
2 C 0.18897 0.26542 -0.08396
3 C 0.63037 1.19949 1.02661
4 C -0.44809 -0.99796 0.24562
5 C -1.41793 -1.81346 0.61732
6 C 0.94819 -1.08636 -0.14914
7 C 2.04481 -1.70353 -0.39578
8 H -0.37569 0.17215 -2.17231
9 H 0.80923 1.43737 -1.77978
10 H -0.89504 1.64869 -1.32534
11 H -0.14950 1.94552 1.21747
12 H 0.82474 0.64838 1.94984
13 H 1.54528 1.72419 0.73284
14 H -2.41966 -1.48268 0.86887
15 H -1.19952 -2.87325 0.67389

Output
**Lowest unoccupied orbital energy**: -0.1 eV
**Energy above the lowest of the compared OMol25 structures with the same formula, charge and spin**: 5.601 eV
**Charge**: 0
**HOMO-LUMO gap**: 0.3405 hartree

Mulliken atomic charge list, values in e, 4 entries: number 1, C, carries -1.3729; number 2, C, carries 1.3023; number 3, C, carries -1.3709; number 4, C, carries -0.0004

***

[4]
Density functional theory data (ωB97M-V/def2-TZVPD) for an isolated molecule of C7H8 at a distorted geometry.

Geometry (Å):
1 C -0.36162 0.53598 -2.73416
2 C -1.07925 0.38619 -1.80360
3 C -1.82616 0.06995 -0.61896
4 C -0.63658 -0.14243 0.27843
5 C 0.44458 0.09360 0.98226
6 C 1.64106 0.81587 1.43394
7 C 0.20925 -1.30888 0.79051
8 H 0.17866 0.50059 -3.59054
9 H -2.44842 0.99250 -0.38906
10 H -2.44527 -0.87417 -0.59247
11 H 2.29336 0.81271 0.51791
12 H 2.08393 0.07291 2.07678
13 H 1.32461 1.83971 1.87938
14 H -0.20063 -1.86201 1.69787
15 H 0.82247 -1.93252 0.07171

Output
**Lowest unoccupied orbital energy**: 1.0 eV
**Energy above the lowest of the compared OMol25 structures with the same formula, charge and spin**: 5.517 eV
**Charge**: 0
**SMILES**: C#CCC1=C(C)C1
**HOMO-LUMO gap**: 0.3461 hartree

Mulliken atomic charge list, values in e, 4 entries: number 1, C, carries 0.1668; number 2, C, carries -0.7324; number 3, C, carries -0.3099; number 4, C, carries -0.0970

***

[5]
Density functional theory data (ωB97M-V/def2-TZVPD) for a structure of composition C7H8 at a distorted geometry.

Geometry (Å):
1 C -1.04407 -0.72531 -1.06435
2 C -0.21771 0.02358 -0.00587
3 C -1.01900 0.24210 1.28830
4 C 1.08845 -0.64904 0.25438
5 C 2.28170 -0.82035 0.30763
6 C 0.36943 1.29450 -0.53500
7 C 1.01361 2.29592 -0.95062
8 H -0.48006 -0.82312 -1.99515
9 H -1.96892 -0.17894 -1.27616
10 H -1.30676 -1.72355 -0.69877
11 H -1.28370 -0.72270 1.73354
12 H -0.43607 0.82047 2.00919
13 H -1.94228 0.78924 1.07171
14 H 3.33900 -0.96172 0.35033
15 H 1.60640 1.13893 -0.48913

Output
**Lowest unoccupied orbital energy**: 0.6 eV
**Energy above the lowest of the compared OMol25 structures with the same formula, charge and spin**: 6.304 eV
**Charge**: 0
**HOMO-LUMO gap**: 0.3986 hartree

Mulliken atomic charge list, values in e, 4 entries: number 1, C, carries -1.3785; number 2, C, carries 2.1509; number 3, C, carries -1.3797; number 4, C, carries -1.0118

***

[6]
Density functional theory data (ωB97M-V/def2-TZVPD) for an isolated molecule of C7H8.

Geometry (Å):
1 C -1.60902 -2.15598 -1.50988
2 C -0.90128 -1.83648 -0.58926
3 C -0.05000 -1.14734 0.38226
4 C 0.09441 0.33569 -0.09064
5 C 1.55185 0.74496 -0.32273
6 C -0.50667 1.28120 0.85449
7 C -0.89065 2.11321 1.63554
8 H -2.23582 -2.36697 -2.34660
9 H 0.93710 -1.62208 0.44816
10 H -0.48428 -1.18917 1.38697
11 H -0.43846 0.41445 -1.04476
12 H 2.13376 0.60084 0.59297
13 H 2.00050 0.15674 -1.12958
14 H 1.59710 1.80419 -0.59140
15 H -1.19854 2.86672 2.32445

Output
**Lowest unoccupied orbital energy**: 1.0 eV
**Energy above the lowest of the compared OMol25 structures with the same formula, charge and spin**: 3.936 eV
**Charge**: 0
**SMILES**: C#CC[C@H](C)C#C
**HOMO-LUMO gap**: 0.4001 hartree

Mulliken atomic charge list, values in e, 4 entries: number 1, C, carries -0.0288; number 2, C, carries -0.4514; number 3, C, carries -0.5903; number 4, C, carries 0.6475

***

[7]
Density functional theory data (ωB97M-V/def2-TZVPD) for a structure of composition C7H8BCl3F5GeIn.

Geometry (Å):
1 In -0.70194 1.08696 -0.09544
2 C 2.34988 0.11510 1.81989
3 C 1.59446 -0.75407 0.87783
4 C 1.99359 -0.90254 -0.48594
5 C 1.39837 -1.84652 -1.28855
6 C 0.35928 -2.63551 -0.78535
7 C -0.09368 -2.47379 0.52598
8 C 0.51268 -1.55508 1.35286
9 H 1.69220 0.57181 2.55940
10 H 2.93788 0.87343 1.30793
11 H 3.04716 -0.51463 2.38467
12 H 2.81731 -0.30323 -0.85445
13 H 1.73539 -1.98797 -2.30641
14 H -0.10851 -3.37229 -1.42604
15 H -0.90629 -3.08324 0.89820
16 H 0.19108 -1.43953 2.37820
17 F -2.85482 1.07782 0.65450
18 B -2.28867 1.43024 1.94841
19 F -1.38654 2.50403 1.57477
20 F -3.17121 1.70496 2.89975
21 F -1.40408 0.34008 2.21800
22 Cl -2.47422 3.75407 -4.42977
23 Ge -1.55868 2.27971 -3.30087
24 Cl 0.10468 1.32779 -4.16026
25 Cl -2.85087 0.83673 -2.43578
26 F -0.93445 2.96567 -1.83152

Output
**Lowest unoccupied orbital energy (alpha / beta)**: -3.8 / -7.8 eV
**2S+1**: 2
**Energy above the lowest of the compared OMol25 structures with the same formula, charge and spin**: 0.000 eV
**Charge**: +1
**HOMO-LUMO gap (alpha / beta)**: 0.3499 / 0.1991 hartree

Mulliken atomic charge list, values in e, 4 entries: number 1, In, carries 1.1925; number 2, C, carries -1.4218; number 3, C, carries 0.6038; number 4, C, carries -0.3485

***

[8]
Density functional theory data (ωB97M-V/def2-TZVPD) for an isolated molecule of C7H8BClO at a distorted geometry.

Geometry (Å):
1 B 0.69447 -2.18096 -0.40444
2 C 0.55488 2.32694 -0.00391
3 C -0.77465 1.78060 0.12748
4 C 1.71838 1.65330 -0.06104
5 C 1.02811 -0.74665 -0.11279
6 C -1.11787 0.51724 0.13888
7 C 1.89789 0.22874 -0.04618
8 C -2.24727 -0.38130 0.25923
9 O -0.26595 -2.82161 0.30124
10 Cl 3.63462 -0.22878 0.09011
11 H 1.23455 -2.70711 -1.32016
12 H 0.60009 3.40695 -0.04187
13 H -1.55900 2.53150 0.24743
14 H 2.63523 2.22145 -0.12656
15 H -2.57598 -0.42578 1.29856
16 H -3.07887 -0.04884 -0.36743
17 H -1.96656 -1.39178 -0.03250
18 H -0.41205 -3.73388 0.05393

Output
**Lowest unoccupied orbital energy (alpha / beta)**: -0.5 / -0.4 eV
**Charge**: 0
**HOMO-LUMO gap (alpha / beta)**: 0.2898 / 0.2946 hartree

Mulliken atomic charge list, values in e, 4 entries: number 1, B, carries 0.2893; number 2, C, carries -0.2937; number 3, C, carries -0.2021; number 4, C, carries -0.3978